1.
ORCA calculation (ωB97M-V/def2-TZVPD) on C21H25IrN4O7S as an isolated structure in a non-equilibrium geometry.

Summary:
**Total charge**: -1
**Spin multiplicity**: 2
**Energy**: -56154.0598 eV
**Energy above the lowest of the compared OMol25 structures with the same formula, charge and spin**: 0.0 kcal/mol
**Kohn-Sham gap (spin up / spin down)**: 7.49 / 5.61 eV

Positions of all 59 atoms, in Å:
Ir  0.834  0.781  0.462
S  1.328  2.138  -1.402
O  2.689  0.042  0.384
O  4.572  -0.110  1.560
O  -0.729  3.180  2.673
O  0.611  -0.007  2.385
O  -2.277  -0.441  1.105
O  0.342  0.464  4.529
O  -0.737  2.090  0.739
N  1.183  0.628  -3.592
N  0.096  -0.793  -0.451
N  1.916  2.304  1.504
N  3.354  1.169  -2.815
C  -1.256  -2.071  -1.699
C  3.859  0.535  -3.863
C  -2.175  -0.987  2.417
C  -3.100  0.670  1.443
C  0.370  -2.123  -0.128
C  -0.126  0.241  3.422
C  -1.584  0.461  -1.876
C  -4.316  0.001  2.109
C  1.701  -0.013  -4.636
C  -1.646  0.182  3.274
C  3.505  0.416  1.338
C  -1.177  2.297  1.949
C  0.725  -0.663  -5.570
C  2.017  1.194  -2.725
C  3.074  -0.079  -4.825
C  3.034  1.613  2.170
C  -3.649  -1.221  2.788
C  -2.270  1.398  2.505
C  -0.915  -0.786  -1.414
C  1.414  -2.579  0.839
C  -0.436  -2.921  -0.885
H  -0.970  1.032  -2.579
H  3.508  -0.583  -5.677
H  2.419  -2.338  0.498
H  -2.522  0.192  -2.366
H  1.292  -2.126  1.822
H  -1.542  -1.871  2.398
H  1.202  -0.971  -6.500
H  0.293  -1.541  -5.088
H  1.278  2.772  2.153
H  -0.433  -4.000  -0.858
H  -3.806  -1.253  3.866
H  -4.823  0.662  2.813
H  -4.003  -2.158  2.359
H  -1.806  1.116  -1.035
H  -2.022  0.120  4.293
H  -2.884  2.015  3.160
H  -0.092  0.024  -5.787
H  -3.316  1.261  0.557
H  4.943  0.511  -3.930
H  3.883  2.273  2.346
H  2.675  1.224  3.122
H  1.331  -3.663  0.936
H  -2.038  -2.372  -2.380
H  -5.035  -0.310  1.351
H  2.234  2.976  0.811

2.
ORCA calculation (ωB97M-V/def2-TZVPD) on C21H25N3O2 in the gas phase.

Summary:
**Spin multiplicity**: 1
**Energy**: -30749.0449 eV
**Energy above the lowest of the compared OMol25 structures with the same formula, charge and spin**: 29.2 kcal/mol
**Kohn-Sham gap**: 9.21 eV
**SMILES**: CCOCCCNC(=O)c1ccc2c(c1)ncn2-c1ccc(C)cc1C

Positions of all 51 atoms, in Å:
O  -2.806  6.033  -2.710
O  -2.579  1.544  -1.620
N  -1.623  2.631  0.111
N  1.006  -2.286  -2.196
N  1.730  -2.751  -0.132
C  3.099  -5.287  2.173
C  0.454  -1.380  -1.326
C  -0.814  0.440  -0.467
C  -1.751  1.569  -0.730
C  1.439  -5.619  0.332
C  1.736  -3.065  -1.464
C  3.938  -4.517  2.967
C  3.289  -2.586  1.693
C  4.020  -3.153  2.717
C  -2.386  3.839  -0.096
C  4.748  -5.151  4.055
C  2.347  -4.743  1.141
C  -5.101  5.125  -2.615
C  -1.594  4.892  -0.880
C  -2.461  6.074  -1.346
C  -3.668  4.988  -3.127
C  0.489  -0.910  1.078
C  2.458  -3.371  0.901
C  -0.369  0.140  0.830
C  -0.423  -0.329  -1.552
C  0.911  -1.654  -0.014
H  -5.723  4.374  -3.093
H  -0.734  0.721  1.665
H  0.811  -1.150  2.080
H  -3.277  3.540  -0.651
H  0.588  -5.061  -0.053
H  -2.688  4.242  0.876
H  -0.777  5.261  -0.256
H  2.323  -3.876  -1.850
H  -0.812  2.688  0.706
H  1.073  -6.443  0.940
H  4.196  -5.961  4.527
H  -1.899  7.007  -1.252
H  -5.489  6.112  -2.852
H  1.976  -6.046  -0.516
H  3.020  -6.347  2.367
H  5.665  -5.569  3.640
H  -3.357  6.152  -0.714
H  5.021  -4.421  4.813
H  -5.155  4.977  -1.539
H  3.361  -1.527  1.490
H  -1.153  4.423  -1.762
H  4.662  -2.532  3.323
H  -0.796  -0.109  -2.539
H  -3.262  4.007  -2.853
H  -3.663  5.067  -4.217

3.
ORCA calculation (ωB97M-V/def2-TZVPD) on C21H25N3O2S in the gas phase.

Summary:
**Spin multiplicity**: 1
**Energy**: -41583.8605 eV
**Energy above the lowest of the compared OMol25 structures with the same formula, charge and spin**: 27.1 kcal/mol
**Kohn-Sham gap**: 8.52 eV
**SMILES**: COC(=O)c1ccc(NC(=S)N2CCN(Cc3cccc(C)c3)CC2)cc1

Positions of all 52 atoms, in Å:
S  1.812  -0.454  -0.705
O  1.404  -5.995  3.742
O  -0.371  -6.954  2.763
N  -1.874  2.935  -2.426
N  -0.636  -1.418  -0.250
N  -0.496  0.656  -1.238
C  -0.113  5.784  0.663
C  -1.096  5.309  -0.189
C  1.017  -3.650  2.182
C  -0.790  4.995  -1.508
C  -1.839  4.394  -2.414
C  0.510  5.191  -1.956
C  1.506  5.664  -1.113
C  0.779  -2.534  1.411
C  2.908  5.834  -1.613
C  0.160  -0.399  -0.712
C  -1.924  0.870  -1.102
C  -1.146  -3.631  0.466
C  -0.904  -4.745  1.238
C  -0.136  -8.112  3.548
C  0.188  -4.768  2.104
C  -0.303  -2.517  0.530
C  0.491  -5.937  2.954
C  -2.221  2.365  -1.136
C  -0.713  2.282  -3.012
C  0.223  1.681  -1.968
C  1.182  5.951  0.207
H  1.428  -1.678  1.484
H  -1.681  4.719  -3.445
H  -1.672  2.840  -0.307
H  0.758  4.980  -2.988
H  -0.360  6.025  1.687
H  -2.833  4.727  -2.100
H  -1.547  -1.492  -0.685
H  1.946  6.318  0.878
H  3.430  6.605  -1.052
H  -0.215  -7.873  4.611
H  -3.292  2.525  -0.970
H  -2.477  0.372  -1.912
H  -1.995  -3.615  -0.204
H  -1.555  -5.602  1.176
H  3.458  4.899  -1.496
H  2.915  6.097  -2.669
H  1.852  -3.675  2.865
H  0.590  2.457  -1.285
H  -0.896  -8.834  3.261
H  -2.110  5.198  0.169
H  -1.071  1.476  -3.667
H  -0.164  2.989  -3.633
H  0.863  -8.507  3.352
H  -2.263  0.471  -0.141
H  1.091  1.218  -2.445

4.
ORCA calculation (ωB97M-V/def2-TZVPD) on C21H25N3O5S in the gas phase in a non-equilibrium geometry.

Summary:
**Spin multiplicity**: 1
**Energy**: -47726.7116 eV
**Energy above the lowest of the compared OMol25 structures with the same formula, charge and spin**: 40.7 kcal/mol
**Kohn-Sham gap**: 9.17 eV
**SMILES**: COC(=O)c1ccc(CNC(=O)N2CCN(S(=O)(=O)c3ccc(C)cc3)CC2)cc1

Positions of all 55 atoms, in Å:
S  -0.397  3.179  2.444
O  -2.059  -2.291  3.062
O  -0.372  -2.534  -4.498
O  0.792  -4.449  -4.508
O  0.740  3.025  3.314
O  -1.565  3.823  2.966
N  0.059  -2.776  2.458
N  -0.885  1.703  1.793
N  -0.488  -0.671  3.305
C  0.660  -4.702  -1.781
C  0.553  -4.828  -0.409
C  1.447  4.362  0.770
C  -1.999  1.054  2.460
C  0.219  0.815  1.501
C  -1.535  0.264  3.686
C  0.106  -3.468  -3.901
C  -0.305  -4.026  1.830
C  0.127  4.002  0.949
C  0.924  -4.330  -5.915
C  0.009  -3.661  -2.435
C  -0.821  4.255  -0.024
C  -0.210  -3.931  0.329
C  1.826  4.987  -0.407
C  0.891  5.250  -1.402
C  -0.871  -2.899  -0.333
C  0.651  0.032  2.751
C  1.287  5.929  -2.675
C  -0.907  -1.924  2.918
C  -0.761  -2.760  -1.700
C  -0.437  4.879  -1.196
H  -0.061  -4.314  -6.388
H  1.492  -5.196  -6.243
H  0.988  -2.441  2.275
H  -2.696  1.840  2.747
H  2.857  5.273  -0.553
H  -1.339  -4.225  2.131
H  -0.098  0.123  0.711
H  0.983  5.333  -3.534
H  1.449  -3.407  -6.171
H  1.001  0.749  3.501
H  -2.479  0.379  1.744
H  -2.364  -0.307  4.106
H  1.065  -5.633  0.098
H  0.338  -4.827  2.208
H  1.042  1.427  1.129
H  0.793  6.897  -2.753
H  -1.168  5.083  -1.963
H  -1.844  3.965  0.157
H  1.474  -0.641  2.512
H  -1.480  -2.214  0.238
H  -1.130  0.949  4.436
H  -1.266  -1.964  -2.225
H  2.155  4.155  1.557
H  2.362  6.085  -2.719
H  1.251  -5.402  -2.351

5.
ORCA calculation (ωB97M-V/def2-TZVPD) on a 2-piece molecular cluster, C21H25N5O4 overall in a non-equilibrium geometry.

Summary:
**Spin multiplicity**: 1
**Energy**: -37823.3471 eV
**Energy above the lowest of the compared OMol25 structures with the same formula, charge and spin**: 72.3 kcal/mol
**Kohn-Sham gap**: 8.85 eV
**SMILES**: CNC(=O)[C@H](Cc1c[nH]c2ccccc12)NC(C)=O.NOC(=O)Nc1ccccc1

Positions of all 55 atoms, in Å:
O  -1.271  -3.077  -0.765
O  -2.372  3.615  -4.755
O  -1.163  4.880  -0.936
O  -0.615  -3.865  -2.816
N  -1.256  3.463  0.786
N  2.272  1.981  1.312
N  0.392  -4.638  -0.900
N  -1.908  2.735  -2.794
N  -1.496  -2.913  -3.426
C  1.710  -5.807  0.720
C  -0.234  4.202  -3.945
C  -1.258  2.511  -1.487
C  0.079  1.758  -1.630
C  0.553  -3.824  1.444
C  -0.624  -0.054  1.155
C  1.222  0.611  3.186
C  -1.579  3.509  -3.832
C  0.821  1.592  -0.341
C  1.940  2.268  0.003
C  1.928  -5.051  3.010
C  0.854  -4.738  0.420
C  1.359  1.127  1.890
C  -1.213  3.727  -0.528
C  0.441  0.819  0.841
C  -1.214  4.474  1.840
C  -0.546  -3.789  -1.455
C  -0.775  -0.573  2.456
C  2.245  -5.967  2.004
C  1.081  -3.978  2.728
C  0.142  -0.242  3.470
H  -1.245  2.493  1.068
H  -0.078  -2.963  1.267
H  -2.045  -2.430  -2.708
H  0.827  -5.251  -1.577
H  -0.329  5.021  -4.656
H  1.933  0.869  3.955
H  2.342  -5.172  4.007
H  1.967  -6.528  -0.049
H  -2.200  4.925  1.960
H  0.086  4.606  -2.991
H  -1.910  1.805  -0.973
H  2.906  -6.801  2.219
H  -0.501  5.258  1.574
H  0.017  -0.647  4.465
H  0.730  2.288  -2.321
H  -0.115  0.770  -2.049
H  -0.905  4.018  2.781
H  -2.823  2.328  -2.904
H  0.498  3.489  -4.313
H  -1.596  -1.244  2.674
H  3.063  2.391  1.788
H  -1.325  -0.339  0.383
H  0.836  -3.256  3.501
H  2.460  2.969  -0.640
H  -2.105  -3.353  -4.117

6.
ORCA calculation (ωB97M-V/def2-TZVPD) on C21H25NO2 in the gas phase.

Summary:
**Spin multiplicity**: 1
**Energy**: -27768.8608 eV
**Energy above the lowest of the compared OMol25 structures with the same formula, charge and spin**: 0.0 kcal/mol
**Kohn-Sham gap**: 9.16 eV
**SMILES**: Cc1cccc(OCCCC(=O)N2CCCc3ccccc32)c1C

Positions of all 49 atoms, in Å:
O  4.179  1.897  0.468
O  -1.091  2.358  -0.212
N  2.920  0.038  0.540
C  1.696  -0.651  0.644
C  -3.444  -0.386  0.105
C  1.225  2.127  -0.973
C  -4.462  -0.879  1.089
C  1.811  2.225  0.438
C  -3.240  -1.073  -1.086
C  4.102  -0.779  0.275
C  -1.560  0.509  -1.734
C  -2.700  0.757  0.381
C  0.236  -2.309  -0.301
C  -2.914  1.514  1.658
C  -0.648  -2.122  0.747
C  3.074  1.390  0.517
C  2.488  -1.780  -1.380
C  -0.102  2.884  -1.066
C  -1.753  1.209  -0.550
C  -0.347  -1.222  1.754
C  -2.304  -0.628  -1.995
C  3.785  -2.002  -0.594
C  1.411  -1.581  -0.359
C  0.826  -0.490  1.713
H  -0.843  0.840  -2.469
H  1.077  0.185  2.519
H  0.036  3.914  -0.721
H  0.015  -3.027  -1.077
H  -3.820  -1.959  -1.299
H  2.594  -0.890  -2.007
H  4.820  -0.119  -0.219
H  -1.564  -2.691  0.786
H  -3.926  1.916  1.698
H  -5.205  -0.109  1.292
H  -2.211  2.336  1.729
H  -1.020  -1.101  2.589
H  -0.457  2.915  -2.104
H  1.924  2.547  -1.698
H  -3.987  -1.137  2.035
H  -4.971  -1.760  0.706
H  1.053  1.077  -1.218
H  3.655  -2.885  0.035
H  2.088  3.259  0.651
H  1.059  1.905  1.156
H  4.541  -1.095  1.228
H  2.270  -2.633  -2.022
H  -2.147  -1.163  -2.920
H  -2.783  0.860  2.520
H  4.617  -2.192  -1.272

7.
ORCA calculation (ωB97M-V/def2-TZVPD) on C21H25NO2 in the gas phase in a non-equilibrium geometry.

Summary:
**Spin multiplicity**: 1
**Energy**: -27760.4050 eV
**Energy above the lowest of the compared OMol25 structures with the same formula, charge and spin**: 195.0 kcal/mol
**Kohn-Sham gap**: 7.53 eV
**SMILES**: C#C[C@]1(O)CC[C@H]2[C@@H]3CCC4=C/C(=N\O)CCC4=C3C=C[C@@]21CC

Positions of all 49 atoms, in Å:
O  -3.639  3.061  0.307
O  5.114  -3.276  -2.865
N  5.347  -2.021  -2.214
C  2.057  -1.963  -0.485
C  -3.050  2.143  2.406
C  4.407  -1.619  -1.342
C  -2.365  1.368  -2.116
C  -3.929  0.664  0.578
C  0.949  1.308  1.252
C  -1.491  1.531  0.367
C  3.208  -2.358  -1.122
C  3.526  -0.062  0.521
C  -1.564  -0.002  0.670
C  -1.397  2.100  -1.054
C  0.870  -2.815  -0.338
C  -3.054  2.570  3.605
C  -3.100  -0.558  0.424
C  4.691  -0.401  -0.520
C  0.978  0.013  0.476
C  -0.191  -2.134  0.500
C  -0.388  -0.719  0.042
C  -0.231  2.058  1.089
C  -2.964  1.851  0.915
C  2.162  -0.634  0.136
H  -4.579  0.799  -0.251
H  -2.123  0.326  -2.332
H  -3.465  -1.345  1.060
H  1.637  1.678  1.918
H  -4.434  3.330  0.778
H  -2.369  1.865  -3.102
H  -0.498  -0.611  -1.054
H  -1.040  -2.788  0.281
H  5.636  -0.537  0.097
H  5.966  -3.530  -3.170
H  -1.390  -0.124  1.718
H  1.292  -3.680  0.092
H  -2.842  2.752  4.628
H  -1.727  3.203  -1.040
H  3.755  -0.327  1.537
H  -4.607  0.432  1.364
H  -0.364  2.960  1.680
H  0.418  -3.116  -1.333
H  0.228  -2.122  1.578
H  3.172  -3.372  -1.510
H  4.810  0.551  -1.180
H  -3.346  1.539  -1.843
H  -0.310  1.976  -1.316
H  -3.210  -0.906  -0.620
H  3.447  0.944  0.789

8.
ORCA calculation (ωB97M-V/def2-TZVPD) on a 2-piece molecular cluster, C21H25OSi overall in a non-equilibrium geometry.

Summary:
**Total charge**: +1
**Spin multiplicity**: 1
**Energy**: -32101.0583 eV
**Energy above the lowest of the compared OMol25 structures with the same formula, charge and spin**: 0.0 kcal/mol
**Kohn-Sham gap**: 5.13 eV

Positions of all 48 atoms, in Å:
Si  2.107  1.885  -3.510
O  1.073  -0.063  -1.711
C  -0.593  1.235  -2.493
C  -3.402  -2.298  2.234
C  -5.853  -1.777  2.403
C  2.037  0.121  2.290
C  3.462  -1.828  2.403
C  -0.100  -0.486  -1.147
C  3.289  2.582  -2.246
C  -4.093  0.010  2.429
C  -0.385  -0.027  2.295
C  -1.148  0.280  -1.601
C  2.333  -2.650  2.505
C  1.367  3.239  -4.570
C  -1.706  -0.538  2.309
C  -2.074  -1.910  2.176
C  -2.774  0.412  2.405
C  -4.423  -1.352  2.362
C  0.863  -0.696  2.370
C  1.056  -2.103  2.523
C  3.302  -0.436  2.311
C  2.942  0.588  -4.559
C  0.768  1.008  -2.549
H  3.664  1.766  -1.615
H  -0.321  1.065  2.309
H  2.775  3.310  -1.607
H  -6.355  -1.376  3.292
H  4.460  -2.266  2.410
H  -1.323  -2.672  1.993
H  -4.892  0.749  2.503
H  2.225  0.151  -5.264
H  4.177  0.212  2.260
H  -1.117  2.011  -3.040
H  -0.109  -1.327  -0.468
H  0.210  -2.762  2.691
H  3.777  1.024  -5.121
H  0.649  2.830  -5.291
H  -3.664  -3.356  2.165
H  -5.931  -2.868  2.422
H  0.855  3.989  -3.954
H  2.449  -3.731  2.591
H  -6.395  -1.408  1.523
H  3.323  -0.209  -3.909
H  4.136  3.073  -2.741
H  -2.518  1.470  2.460
H  2.163  3.747  -5.132
H  -2.189  0.180  -1.328
H  1.903  1.203  2.221

What did the fourth record say?
ORCA calculation (ωB97M-V/def2-TZVPD) on C21H25N3O5S in the gas phase in a non-equilibrium geometry.

Summary:
**Spin multiplicity**: 1
**Energy**: -47726.7116 eV
**Energy above the lowest of the compared OMol25 structures with the same formula, charge and spin**: 40.7 kcal/mol
**Kohn-Sham gap**: 9.17 eV
**SMILES**: COC(=O)c1ccc(CNC(=O)N2CCN(S(=O)(=O)c3ccc(C)cc3)CC2)cc1

Positions of all 55 atoms, in Å:
S  -0.397  3.179  2.444
O  -2.059  -2.291  3.062
O  -0.372  -2.534  -4.498
O  0.792  -4.449  -4.508
O  0.740  3.025  3.314
O  -1.565  3.823  2.966
N  0.059  -2.776  2.458
N  -0.885  1.703  1.793
N  -0.488  -0.671  3.305
C  0.660  -4.702  -1.781
C  0.553  -4.828  -0.409
C  1.447  4.362  0.770
C  -1.999  1.054  2.460
C  0.219  0.815  1.501
C  -1.535  0.264  3.686
C  0.106  -3.468  -3.901
C  -0.305  -4.026  1.830
C  0.127  4.002  0.949
C  0.924  -4.330  -5.915
C  0.009  -3.661  -2.435
C  -0.821  4.255  -0.024
C  -0.210  -3.931  0.329
C  1.826  4.987  -0.407
C  0.891  5.250  -1.402
C  -0.871  -2.899  -0.333
C  0.651  0.032  2.751
C  1.287  5.929  -2.675
C  -0.907  -1.924  2.918
C  -0.761  -2.760  -1.700
C  -0.437  4.879  -1.196
H  -0.061  -4.314  -6.388
H  1.492  -5.196  -6.243
H  0.988  -2.441  2.275
H  -2.696  1.840  2.747
H  2.857  5.273  -0.553
H  -1.339  -4.225  2.131
H  -0.098  0.123  0.711
H  0.983  5.333  -3.534
H  1.449  -3.407  -6.171
H  1.001  0.749  3.501
H  -2.479  0.379  1.744
H  -2.364  -0.307  4.106
H  1.065  -5.633  0.098
H  0.338  -4.827  2.208
H  1.042  1.427  1.129
H  0.793  6.897  -2.753
H  -1.168  5.083  -1.963
H  -1.844  3.965  0.157
H  1.474  -0.641  2.512
H  -1.480  -2.214  0.238
H  -1.130  0.949  4.436
H  -1.266  -1.964  -2.225
H  2.155  4.155  1.557
H  2.362  6.085  -2.719
H  1.251  -5.402  -2.351

> Look up the energy above the lowest of the compared OMol25 structures with the same formula, charge and spin of the third one.

27.1 kcal/mol